{
  "formula": "C56H154N14O14",
  "method": "ωB97M-V with the def2-TZVPD basis set",
  "gap_ha": 0.339,
  "homo_energy_ev": -8.90,
  "e_above_lowest_kcal_mol": 297.5,
  "symbols": ["C", "C", "C", "O", "C", "N", "H", "H", "H", "H", "H", "H", "H", "H", "H", "H", "H", "C", "C", "C", "O", "C", "N", "H", "H", "H", "H", "H", "H", "H", "H", "H", "H", "H", "C", "C", "C", "O", "C", "N", "H", "H", "H", "H", "H", "H", "H", "H", "H", "H", "H", "C", "C", "C", "O", "C", "N", "H", "H", "H", "H", "H", "H", "H", "H", "H", "H", "H", "C", "C", "C", "O", "C", "N", "H", "H", "H", "H", "H", "H", "H", "H", "H", "H", "H", "C", "C", "C", "O", "C", "N", "H", "H", "H", "H", "H", "H", "H", "H", "H", "H", "H", "C", "C", "C", "O", "C", "N", "H", "H", "H", "H", "H", "H", "H", "H", "H", "H", "H", "C", "C", "C", "O", "C", "N", "H", "H", "H", "H", "H", "H", "H", "H", "H", "H", "H", "C", "C", "C", "O", "C", "N", "H", "H", "H", "H", "H", "H", "H", "H", "H", "H", "H", "C", "C", "C", "O", "C", "N", "H", "H", "H", "H", "H", "H", "H", "H", "H", "H", "H", "C", "C", "C", "O", "C", "N", "H", "H", "H", "H", "H", "H", "H", "H", "H", "H", "H", "C", "C", "C", "O", "C", "N", "H", "H", "H", "H", "H", "H", "H", "H", "H", "H", "H", "C", "C", "C", "O", "C", "N", "H", "H", "H", "H", "H", "H", "H", "H", "H", "H", "H", "C", "C", "C", "O", "C", "N", "H", "H", "H", "H", "H", "H", "H", "H", "H", "H", "H"],
  "xyz": [[-1.429, 6.474, 6.489], [-2.830, 6.586, 6.062], [-3.641, 7.509, 6.961], [-3.582, 7.059, 8.319], [-3.707, 8.109, 9.209], [-2.940, 6.943, 4.697], [-0.653, 6.296, 5.744], [-1.378, 5.710, 7.265], [-1.066, 7.392, 6.951], [-3.325, 5.615, 6.082], [-4.644, 7.665, 6.565], [-3.216, 8.509, 6.884], [-4.318, 8.920, 8.813], [-2.693, 8.379, 9.502], [-4.187, 7.808, 10.140], [-2.189, 7.577, 4.467], [-2.533, 6.077, 4.372], [0.568, -0.631, 8.857], [0.195, -1.421, 7.676], [-1.355, -1.738, 7.700], [-1.457, -2.756, 8.650], [-2.757, -3.345, 8.713], [0.654, -0.619, 6.620], [0.077, 0.342, 8.841], [1.654, -0.538, 8.894], [0.204, -1.125, 9.757], [0.667, -2.403, 7.707], [-1.734, -2.091, 6.741], [-2.050, -0.950, 7.991], [-2.640, -4.269, 9.278], [-3.116, -3.535, 7.701], [-3.627, -2.749, 8.990], [0.065, -0.452, 5.817], [1.302, -1.350, 6.363], [2.856, -6.412, 1.669], [4.143, -5.876, 2.033], [5.171, -6.233, 0.887], [6.504, -6.096, 1.254], [7.401, -6.273, 0.076], [4.010, -4.452, 2.120], [2.932, -7.458, 1.372], [2.171, -5.848, 1.036], [2.311, -6.577, 2.598], [4.615, -6.283, 2.928], [4.784, -5.849, -0.057], [5.165, -7.319, 0.804], [8.408, -6.080, 0.447], [7.224, -5.644, -0.797], [7.328, -7.261, -0.379], [3.563, -4.207, 1.247], [4.942, -4.087, 1.987], [-3.895, -13.415, 1.374], [-2.869, -12.920, 2.399], [-3.272, -11.446, 2.805], [-3.562, -10.519, 1.703], [-4.231, -9.370, 2.185], [-3.051, -13.796, 3.524], [-3.842, -12.657, 0.593], [-4.941, -13.310, 1.665], [-3.713, -14.469, 1.161], [-1.824, -12.830, 2.102], [-2.618, -11.053, 3.584], [-4.229, -11.547, 3.318], [-3.889, -9.047, 3.168], [-5.280, -9.636, 2.309], [-4.181, -8.572, 1.444], [-3.043, -14.723, 3.123], [-4.023, -13.627, 3.739], [8.801, -7.889, -7.853], [8.454, -6.779, -8.856], [7.889, -5.450, -8.207], [6.788, -5.675, -7.422], [6.018, -4.528, -7.160], [9.646, -6.502, -9.652], [7.904, -8.089, -7.267], [9.599, -7.585, -7.176], [9.074, -8.773, -8.429], [7.711, -7.099, -9.587], [7.753, -4.628, -8.910], [8.602, -4.994, -7.520], [6.414, -3.756, -6.500], [5.145, -4.787, -6.560], [5.697, -4.106, -8.112], [9.672, -5.493, -9.695], [10.461, -6.737, -9.104], [14.221, -0.304, -3.100], [13.550, -1.252, -2.151], [12.358, -0.541, -1.398], [11.267, -0.395, -2.259], [10.292, 0.508, -1.674], [12.886, -2.387, -2.921], [14.416, 0.682, -2.676], [13.663, -0.108, -4.015], [15.197, -0.669, -3.420], [14.241, -1.612, -1.387], [12.689, 0.405, -0.970], [12.123, -1.171, -0.540], [9.329, 0.311, -2.145], [10.676, 1.527, -1.640], [10.138, 0.086, -0.681], [12.701, -3.181, -2.325], [12.086, -1.799, -3.109], [-6.978, 10.254, -1.669], [-8.175, 10.169, -0.709], [-9.491, 10.156, -1.535], [-9.765, 11.450, -1.896], [-11.124, 11.864, -2.269], [-8.099, 8.981, 0.174], [-6.201, 10.625, -1.001], [-7.186, 10.921, -2.506], [-6.623, 9.308, -2.076], [-8.158, 11.078, -0.107], [-10.317, 9.893, -0.874], [-9.503, 9.399, -2.319], [-11.786, 11.756, -1.409], [-11.455, 11.225, -3.087], [-11.138, 12.916, -2.551], [-8.186, 8.050, -0.210], [-7.169, 8.994, 0.567], [-9.382, -8.555, -2.168], [-10.178, -7.984, -0.983], [-10.314, -6.460, -1.113], [-9.018, -5.874, -1.153], [-8.985, -4.552, -1.010], [-11.410, -8.658, -0.796], [-9.952, -8.639, -3.093], [-8.997, -9.520, -1.838], [-8.444, -8.058, -2.418], [-9.783, -8.254, -0.003], [-10.717, -6.031, -0.195], [-10.970, -6.147, -1.925], [-9.198, -4.360, 0.041], [-9.519, -3.902, -1.703], [-7.971, -4.221, -1.234], [-11.706, -9.321, -1.498], [-12.199, -8.101, -0.501], [-8.479, 2.565, 5.640], [-8.727, 2.048, 4.230], [-9.922, 2.854, 3.573], [-10.120, 2.346, 2.285], [-11.348, 2.873, 1.687], [-7.552, 2.052, 3.502], [-8.617, 3.645, 5.678], [-7.504, 2.294, 6.046], [-9.242, 2.141, 6.293], [-9.007, 1.008, 4.394], [-9.598, 3.895, 3.589], [-10.769, 2.775, 4.254], [-11.699, 3.882, 1.902], [-12.038, 2.146, 2.117], [-11.543, 2.478, 0.690], [-7.984, 1.827, 2.618], [-7.323, 3.029, 3.386], [-0.069, -9.233, -4.315], [-1.139, -8.400, -4.984], [-2.277, -9.155, -5.772], [-3.217, -8.362, -6.439], [-4.298, -9.099, -6.952], [-1.694, -7.589, -3.907], [-0.488, -9.833, -3.507], [0.758, -8.702, -3.844], [0.284, -9.857, -5.137], [-0.709, -7.683, -5.683], [-2.830, -9.711, -5.015], [-1.794, -9.780, -6.523], [-5.009, -8.457, -7.472], [-4.831, -9.851, -6.369], [-4.045, -9.612, -7.880], [-2.459, -7.034, -4.264], [-2.047, -7.965, -3.038], [0.395, 13.733, -0.529], [0.223, 13.945, 0.989], [-0.986, 14.889, 1.341], [-0.484, 16.268, 1.238], [-1.522, 17.260, 1.387], [0.068, 12.640, 1.571], [0.333, 14.654, -1.109], [-0.320, 13.054, -0.994], [1.375, 13.320, -0.765], [1.128, 14.430, 1.356], [-1.200, 14.840, 2.409], [-1.853, 14.660, 0.721], [-1.873, 17.223, 2.419], [-2.384, 17.122, 0.735], [-1.084, 18.224, 1.129], [0.824, 12.134, 1.131], [0.269, 12.768, 2.552], [3.087, 5.048, -9.156], [4.147, 4.476, -10.012], [4.821, 3.203, -9.533], [5.307, 3.394, -8.176], [6.404, 4.223, -7.889], [3.626, 4.246, -11.339], [2.247, 4.369, -9.299], [2.690, 5.944, -9.633], [3.214, 5.209, -8.085], [4.901, 5.255, -10.126], [5.521, 2.877, -10.302], [4.063, 2.427, -9.421], [6.042, 5.236, -8.068], [7.247, 4.165, -8.576], [6.786, 4.080, -6.878], [3.192, 3.334, -11.356], [2.942, 4.934, -11.621], [8.949, 3.516, 5.596], [7.795, 2.559, 5.084], [7.932, 1.127, 5.653], [8.967, 0.523, 4.908], [9.114, -0.881, 5.182], [6.484, 3.121, 5.405], [9.334, 3.307, 6.594], [8.638, 4.554, 5.477], [9.859, 3.406, 5.006], [7.844, 2.600, 3.995], [6.963, 0.635, 5.572], [8.005, 1.117, 6.741], [8.263, -1.324, 5.700], [9.900, -1.133, 5.894], [9.325, -1.319, 4.207], [5.829, 2.375, 5.216], [6.381, 3.159, 6.409], [-0.987, -0.213, 0.046], [0.033, 0.300, -1.019], [0.689, 1.720, -0.707], [-0.338, 2.676, -0.717], [0.051, 3.980, -1.206], [1.089, -0.739, -1.195], [-0.472, -0.306, 1.001], [-1.439, -1.179, -0.180], [-1.800, 0.504, 0.165], [-0.477, 0.367, -1.980], [1.453, 1.956, -1.448], [1.215, 1.828, 0.242], [-0.776, 4.636, -0.934], [0.244, 4.087, -2.273], [0.899, 4.293, -0.597], [0.750, -1.621, -1.551], [1.727, -0.487, -1.937]],
  "lowdin_charge": [-0.0683, -0.5096, -0.1963, -0.1749, -0.1376, 0.0383, 0.0830, 0.0870, 0.0844, 0.1435, 0.1248, 0.1177, 0.0883, 0.0902, 0.0837, 0.0722, 0.0738, -0.0929, -0.4813, -0.1933, -0.1982, -0.1019, 0.0345, 0.0874, 0.0828, 0.0766, 0.1402, 0.1134, 0.1258, 0.0921, 0.0740, 0.0822, 0.0783, 0.0801, -0.0971, -0.4710, -0.2514, -0.1804, -0.0634, 0.0418, 0.0847, 0.0928, 0.0855, 0.1461, 0.1285, 0.1136, 0.0825, 0.0779, 0.0780, 0.0647, 0.0671, -0.0743, -0.4285, -0.1670, -0.2023, -0.1218, 0.0169, 0.0709, 0.0831, 0.0779, 0.1372, 0.1204, 0.1054, 0.0837, 0.0833, 0.0881, 0.0634, 0.0636, -0.0593, -0.4103, -0.2369, -0.1777, -0.1127, 0.0243, 0.0724, 0.0795, 0.0789, 0.1281, 0.1150, 0.1236, 0.0849, 0.0857, 0.0897, 0.0546, 0.0602, -0.0860, -0.3844, -0.2430, -0.2220, -0.0565, 0.0406, 0.0737, 0.0804, 0.0740, 0.1295, 0.1161, 0.1169, 0.0902, 0.0934, 0.0817, 0.0592, 0.0362, -0.0723, -0.3995, -0.2534, -0.2087, -0.0499, 0.0249, 0.0706, 0.0742, 0.0726, 0.1346, 0.1128, 0.1250, 0.0798, 0.0822, 0.0833, 0.0650, 0.0589, -0.0482, -0.4469, -0.1778, -0.1835, -0.1834, 0.0164, 0.0793, 0.0744, 0.0722, 0.1316, 0.1165, 0.1295, 0.0943, 0.0911, 0.0919, 0.0700, 0.0726, -0.0725, -0.5005, -0.2176, -0.1939, -0.0734, 0.0469, 0.0720, 0.0798, 0.0731, 0.1359, 0.1211, 0.1231, 0.0921, 0.0782, 0.0827, 0.0693, 0.0837, -0.0725, -0.4195, -0.2053, -0.1739, -0.1339, 0.0116, 0.0776, 0.0799, 0.0740, 0.1344, 0.1227, 0.1213, 0.0851, 0.0900, 0.0780, 0.0614, 0.0692, -0.0712, -0.4451, -0.1490, -0.2197, -0.1064, 0.0239, 0.0747, 0.0769, 0.0695, 0.1300, 0.1137, 0.1225, 0.0793, 0.0785, 0.0836, 0.0669, 0.0722, -0.0717, -0.5018, -0.1562, -0.1981, -0.1184, 0.0315, 0.0811, 0.0789, 0.0841, 0.1295, 0.1261, 0.1261, 0.0748, 0.0842, 0.0892, 0.0692, 0.0714, -0.0530, -0.4032, -0.2342, -0.1717, -0.0907, 0.0193, 0.0673, 0.0671, 0.0640, 0.1321, 0.1083, 0.1241, 0.0806, 0.0783, 0.0875, 0.0581, 0.0659, -0.0611, -0.3756, -0.2003, -0.2083, -0.0860, 0.0052, 0.0722, 0.0675, 0.0689, 0.1213, 0.1094, 0.1224, 0.0841, 0.0848, 0.0827, 0.0596, 0.0535]
}